# 1
C45H98BF4N5O | ωB97M-V/def2-TZVPD

Last column: Löwdin charge in e.
Geometry (Å):
C: 8.86 2.59 3.70  -0.0758
C: 7.53 3.20 3.27  -0.2815
C: 6.91 2.71 2.01  -0.1995
C: 6.01 3.85 1.46  -0.1083
N: 5.00 3.55 0.31  -0.1991
C: 4.50 4.86 -0.36  -0.0612
C: 3.90 4.41 -1.72  -0.1205
C: 4.60 3.09 -2.06  -0.1671
C: 5.58 2.80 -0.93  -0.0871
C: 3.76 2.75 0.94  0.0851
H: 8.64 1.54 3.88  0.0754
H: 9.23 3.06 4.62  0.0834
H: 9.62 2.58 2.92  0.0803
H: 7.58 4.29 3.23  0.1079
H: 6.76 3.06 4.03  0.1172
H: 6.27 1.87 2.27  0.1039
H: 7.59 2.34 1.24  0.1207
H: 6.72 4.53 0.98  0.1283
H: 5.55 4.41 2.27  0.1347
H: 3.84 5.31 0.39  0.1315
H: 5.38 5.49 -0.42  0.1319
H: 2.85 4.09 -1.66  0.1051
H: 4.05 5.14 -2.51  0.1248
H: 3.87 2.28 -2.09  0.0915
H: 4.97 3.01 -3.08  0.1294
H: 5.93 1.78 -0.77  0.1323
H: 6.57 3.16 -1.21  0.1336
H: 3.37 3.39 1.73  0.1033
H: 4.02 1.82 1.45  0.0846
H: 3.08 2.61 0.10  0.0837
C: 4.10 -1.32 2.03  -0.1170
C: 3.54 -2.69 1.73  -0.2244
C: 2.22 -2.65 0.86  -0.1834
C: 1.50 -3.96 0.82  -0.1199
N: 0.12 -3.92 0.15  -0.2044
C: -0.84 -3.13 1.10  -0.0753
C: -2.02 -4.05 1.36  -0.1615
C: -1.96 -5.11 0.29  -0.1471
C: -0.51 -5.31 0.05  -0.1046
C: 0.15 -3.33 -1.31  0.0772
H: 3.31 -0.74 2.50  0.0695
H: 4.43 -0.79 1.13  0.0734
H: 4.85 -1.31 2.82  0.0804
H: 3.29 -3.22 2.66  0.1076
H: 4.35 -3.26 1.28  0.1150
H: 2.47 -2.33 -0.15  0.1104
H: 1.66 -1.75 1.14  0.1080
H: 1.32 -4.28 1.84  0.1312
H: 2.12 -4.71 0.32  0.1501
H: -1.05 -2.18 0.62  0.1167
H: -0.30 -2.80 1.99  0.1232
H: -2.92 -3.43 1.46  0.1064
H: -2.02 -4.54 2.34  0.1039
H: -2.48 -4.66 -0.56  0.1176
H: -2.47 -6.05 0.49  0.1378
H: -0.21 -5.74 -0.90  0.1425
H: -0.02 -5.88 0.84  0.1392
H: 0.60 -3.97 -2.08  0.1166
H: 0.64 -2.37 -1.17  0.0694
H: -0.92 -3.25 -1.51  0.0998
C: -5.30 -2.11 -1.73  -0.1066
C: -4.34 -1.19 -2.47  -0.2586
C: -3.58 -0.12 -1.67  -0.1572
C: -4.63 0.94 -1.11  -0.0833
N: -3.91 2.30 -0.85  -0.2014
C: -4.93 3.43 -0.39  -0.0531
C: -5.46 4.03 -1.70  -0.1811
C: -4.26 4.16 -2.53  -0.1593
C: -3.44 2.87 -2.25  -0.0487
C: -2.77 2.05 0.19  0.0434
H: -5.62 -2.74 -2.56  0.0824
H: -6.15 -1.55 -1.34  0.0749
H: -4.93 -2.85 -1.03  0.0611
H: -4.93 -0.83 -3.31  0.1190
H: -3.60 -1.85 -2.91  0.1039
H: -2.75 0.22 -2.28  0.0947
H: -3.04 -0.48 -0.80  0.0945
H: -5.15 0.65 -0.20  0.1238
H: -5.43 1.26 -1.78  0.1243
H: -4.39 4.22 0.13  0.1307
H: -5.65 2.90 0.24  0.1296
H: -5.85 5.03 -1.48  0.1331
H: -6.27 3.42 -2.10  0.1240
H: -3.73 5.08 -2.27  0.1283
H: -4.45 4.16 -3.61  0.1298
H: -2.41 3.17 -2.04  0.1250
H: -3.50 2.20 -3.11  0.1294
H: -3.10 1.51 1.08  0.0851
H: -2.54 3.07 0.51  0.1070
H: -1.90 1.60 -0.28  0.0640
C: -2.31 0.94 3.69  -0.1085
C: -2.07 -0.49 3.27  -0.2630
C: -3.06 -1.65 3.73  -0.1241
C: -3.34 -1.63 5.29  -0.0878
N: -3.83 -2.94 5.94  -0.2419
C: -3.86 -2.76 7.50  -0.0666
C: -3.50 -4.12 8.16  -0.1202
C: -3.12 -5.07 7.03  -0.1382
C: -2.89 -4.16 5.81  -0.0893
C: -5.28 -3.23 5.48  0.0415
H: -1.92 1.18 4.67  0.0839
H: -3.39 1.12 3.68  0.0792
H: -1.82 1.61 2.98  0.0679
H: -1.11 -0.75 3.72  0.1033
H: -1.70 -0.43 2.24  0.0811
H: -2.61 -2.59 3.42  0.0638
H: -3.92 -1.36 3.13  0.1114
H: -4.11 -0.92 5.58  0.1335
H: -2.51 -1.33 5.92  0.1265
H: -4.88 -2.44 7.70  0.1307
H: -3.13 -2.02 7.81  0.1284
H: -4.35 -4.59 8.66  0.1253
H: -2.70 -3.89 8.86  0.1251
H: -3.85 -5.84 6.75  0.1230
H: -2.18 -5.56 7.28  0.1275
H: -2.96 -4.55 4.80  0.1167
H: -1.90 -3.70 5.82  0.1350
H: -5.99 -2.41 5.48  0.1157
H: -5.66 -4.11 5.99  0.1128
H: -5.14 -3.55 4.44  0.0971
C: 1.98 -1.22 -4.10  -0.0196
C: 1.05 -0.10 -4.69  -0.4188
C: 1.38 1.19 -3.87  -0.1186
C: 0.91 2.53 -4.58  -0.1575
C: 1.42 2.64 -6.02  -0.1302
C: 1.17 1.37 -6.93  -0.4801
N: 1.42 0.13 -6.19  -0.0387
O: 1.40 -1.08 -6.95  -0.0398
C: 2.07 1.56 -8.13  -0.0565
C: -0.25 1.43 -7.53  -0.0346
C: -0.47 -0.38 -4.61  -0.0196
H: 1.83 -1.23 -3.02  0.0579
H: 3.03 -0.95 -4.23  0.0843
H: 1.93 -2.21 -4.55  0.0782
H: 2.46 1.23 -3.76  0.0991
H: 0.95 1.08 -2.87  0.0780
H: 1.31 3.36 -3.99  0.0982
H: -0.18 2.49 -4.62  0.0875
H: 2.49 2.76 -5.86  0.1066
H: 1.18 3.62 -6.44  0.1271
H: 1.83 2.38 -8.81  0.0938
H: 1.95 0.66 -8.73  0.0860
H: 3.15 1.67 -7.97  0.0878
H: -0.43 1.96 -8.47  0.0865
H: -0.93 2.06 -6.95  0.0687
H: -0.74 0.47 -7.69  0.0869
H: -0.67 -1.20 -5.31  0.0861
H: -1.13 0.42 -4.90  0.0735
H: -0.62 -0.74 -3.59  0.0625
B: 0.44 0.81 -0.42  -1.5102
F: 0.12 0.84 0.94  0.1074
F: 1.71 0.43 -0.58  0.1863
F: -0.36 -0.16 -1.02  0.1117
F: 0.18 2.05 -0.87  0.1750

Orbital gap (spin up / spin down) in eV: 7.24 / 8.19
Total charge: +3
2S+1: 2
<S²>: 0.7551

# 2
C12H17N9O3Pt | ωB97M-V/def2-TZVPD

Last column: Löwdin charge in e.
Geometry (Å):
Pt: 0.15 -0.57 -0.35  1.2150
C: 0.49 -4.15 1.95  -0.0028
C: 1.74 -4.01 2.52  0.0097
C: 2.51 -2.91 2.20  0.0398
C: 1.99 -1.95 1.35  -0.1767
N: 0.74 -2.06 0.84  -0.0863
C: 0.02 -3.16 1.10  -0.0868
C: 2.75 -0.82 0.79  -0.1864
C: 3.98 -0.41 1.26  0.0307
C: 4.65 0.61 0.59  0.0045
C: 4.08 1.16 -0.53  0.0034
C: 2.83 0.73 -0.94  -0.0765
N: 2.16 -0.23 -0.29  -0.0557
H: -0.12 -5.03 2.13  0.1309
H: 2.13 -4.78 3.18  0.1356
H: 3.51 -2.80 2.59  0.1290
H: -0.93 -3.27 0.60  0.1083
H: 4.41 -0.88 2.13  0.1269
H: 5.62 0.95 0.95  0.1334
H: 4.58 1.93 -1.10  0.1298
H: 2.35 1.12 -1.82  0.0777
N: -1.82 -0.79 0.13  -0.0700
N: -2.71 -0.08 -0.68  0.0433
C: -2.23 0.69 -1.69  -0.3651
N: -3.10 1.44 -2.33  0.2482
N: -0.90 0.57 -1.89  0.0198
N: -0.32 1.31 -2.92  -0.3963
O: -1.02 1.88 -3.73  0.1077
O: 0.89 1.28 -2.95  0.0511
H: -2.13 -1.75 0.18  0.1133
H: -1.82 -0.36 1.06  0.1298
H: -3.68 -0.04 -0.40  0.1782
H: -4.07 1.44 -2.07  0.1469
H: -2.79 1.95 -3.14  0.1145
N: -0.69 3.84 1.77  0.1854
C: -0.29 3.01 0.79  -0.6495
N: 0.27 3.59 -0.31  0.1849
O: -0.43 1.78 0.87  -0.0766
H: -0.56 4.84 1.74  0.1172
H: -1.10 3.43 2.59  0.1187
H: 0.46 4.58 -0.35  0.1167
H: 0.71 3.01 -0.99  0.0780

Orbital gap in eV: 8.81
Total charge: +2
2S+1: 1
ΔE to the lowest compared entry with this formula, charge and spin in kcal/mol: 20.8

# 3
C3H4O2 | ωB97M-V/def2-TZVPD

Last column: Löwdin charge in e.
Geometry (Å):
C: -0.27 -0.75 0.51  -0.2391
C: -0.72 0.75 0.01  -0.2264
C: 1.07 -0.30 -0.19  -0.0197
H: -1.08 1.20 0.93  0.1045
H: -1.64 0.80 -0.68  0.1460
H: 1.22 -0.88 -1.04  0.1012
H: 1.96 -0.08 0.41  0.1286
O: -0.98 -1.71 0.64  0.0984
O: 0.43 0.97 -0.60  -0.0935

Orbital gap in eV: 9.90
Total charge: 0
2S+1: 1
ΔE to the lowest compared entry with this formula, charge and spin in kcal/mol: 63.5

In order of appearance, total energy = -69277.584 -35504.609 -7267.931 eV.